Record 1
Entry from OMol25: a cluster of 18 separate species, C60H132N6O50P2 in total (the ωB97M-V functional and the def2-TZVPD basis).

Summary:
E_tot: -194252.7941 eV
Kohn-Sham gap: 8.844 eV

Last column: Mulliken charge in e.
Geometry (Å):
O -5.5570 3.3087 3.3743  -0.939
P -6.4251 3.3796 2.1740  0.379
N -7.4993 2.0884 2.0806  0.431
C -7.8099 1.4375 0.7830  -1.353
C -7.8725 1.4382 3.2752  -1.217
N -5.6165 3.1350 0.7440  0.840
C -4.6817 1.9886 0.7921  -0.483
C -5.6747 4.0129 -0.4373  -0.594
N -7.2638 4.7655 1.9463  0.300
C -8.5489 4.8963 2.5808  -1.097
C -6.4382 5.9670 2.0829  -1.152
H -7.7162 2.2346 0.0011  0.087
H -8.8659 1.1676 0.8161  0.556
H -7.2497 0.5322 0.6383  0.530
H -7.7201 2.0415 4.1109  0.365
H -7.2809 0.5609 3.3676  0.289
H -8.9165 1.1652 3.2699  0.360
H -5.0907 1.3301 1.6430  0.084
H -4.7720 1.4620 -0.1490  0.379
H -3.6861 2.3967 1.0847  -0.340
H -6.6419 3.8476 -1.0341  0.352
H -5.4737 5.0941 -0.2410  0.008
H -4.8204 3.7222 -1.0955  -0.002
H -9.2359 4.1023 2.3767  0.303
H -8.3467 4.7711 3.6512  0.425
H -8.9923 5.8620 2.3547  0.415
H -6.1806 6.4229 1.1084  0.254
H -5.5371 5.8013 2.5999  0.324
H -7.0649 6.7377 2.4994  0.474
O -0.0145 5.1605 1.3570  -1.142
P -0.2667 5.4437 2.8008  0.839
N 0.7736 6.6214 3.3948  0.302
C 0.8831 6.8651 4.7919  -1.007
C 2.1188 6.7444 2.8203  -0.854
N -0.2876 4.0902 3.7954  0.242
C 1.0083 3.6259 4.4117  -0.782
C -1.1292 2.9819 3.3397  -0.202
N -1.7567 6.1923 3.0736  0.498
C -2.2753 7.2336 2.2108  -0.987
C -2.6385 5.9209 4.2268  -1.218
H 0.0401 6.4897 5.4098  0.245
H 0.9526 7.9778 4.9868  0.314
H 1.8049 6.4699 5.2571  0.436
H 2.7560 5.8580 3.1113  0.255
H 2.5379 7.6656 3.2000  0.528
H 2.0902 6.8701 1.7469  0.026
H 0.8607 3.0591 5.3367  0.306
H 1.7227 3.0702 3.7992  0.121
H 1.5636 4.4738 4.6448  0.264
H -2.0277 3.3646 2.7923  -0.218
H -0.6432 2.2380 2.7003  -0.378
H -1.4389 2.4365 4.2466  0.560
H -2.2961 8.1739 2.7328  0.419
H -1.5364 7.3507 1.4375  0.267
H -3.2910 7.0717 1.7914  0.060
H -2.1121 5.5517 5.1072  0.276
H -3.3054 5.1263 3.8918  0.224
H -3.1256 6.7873 4.5453  0.527
C 5.8149 4.2341 1.8702  -0.560
O 4.8279 5.2556 1.5272  -0.336
C 4.6020 5.4238 0.1808  0.709
O 5.2637 4.8591 -0.6674  -0.520
O 3.6568 6.3326 -0.0414  -0.241
C 3.1752 6.3479 -1.3961  -0.580
H 5.6649 4.0163 2.9314  0.303
H 6.7708 4.5518 1.6215  0.546
H 5.6811 3.3935 1.2156  -0.048
H 2.6507 5.4255 -1.5514  0.198
H 4.0005 6.5001 -2.1267  0.272
H 2.4835 7.1872 -1.3676  0.222
C 3.5240 -3.4293 -2.4569  0.056
O 3.8343 -4.9389 -2.4219  -0.566
C 2.7881 -5.7346 -2.3452  0.778
O 1.6652 -5.3825 -2.2110  -0.355
O 3.1523 -7.0164 -2.4013  -0.383
C 4.5100 -7.4054 -2.3748  -0.718
H 2.9186 -3.2501 -1.5094  -0.052
H 3.0120 -3.3092 -3.4139  0.128
H 4.4571 -2.9000 -2.3775  0.219
H 5.0859 -6.9619 -1.6107  0.283
H 5.0445 -6.9513 -3.2219  0.314
H 4.5826 -8.4755 -2.3972  0.287
C -0.7917 -3.7293 -2.5409  -1.099
O -1.0991 -2.5924 -3.3742  0.758
C -0.1538 -2.3645 -4.3265  0.170
O 0.8039 -3.0109 -4.5520  -0.622
O -0.5014 -1.2260 -4.9652  1.148
C 0.3324 -0.7222 -5.9751  -1.487
H -1.2213 -4.6264 -3.0067  0.417
H -1.3224 -3.5193 -1.6101  -0.001
H 0.2816 -3.7846 -2.3342  -0.060
H 1.3128 -1.1364 -5.8544  0.547
H 0.4263 0.3584 -5.7395  0.209
H 0.0154 -0.8928 -6.9885  0.241
C -1.9231 -8.3836 6.7057  -0.678
O -0.8408 -7.6850 6.0413  -0.321
C -0.9373 -6.3391 6.0295  0.808
O -1.9411 -5.7574 6.2727  -0.548
O 0.3385 -5.8416 5.7285  -0.278
C 0.3950 -4.4433 5.5956  -0.407
H -1.7899 -8.1087 7.7265  0.306
H -1.7550 -9.4254 6.4125  0.197
H -2.7858 -7.8439 6.3092  0.310
H -0.0609 -4.0342 4.7220  0.027
H 1.4577 -4.1885 5.4620  0.197
H 0.0669 -3.9678 6.5481  0.396
C 6.6699 0.8967 0.6703  -0.449
O 7.1652 -0.0105 1.7107  -0.316
C 7.1925 0.5017 2.9264  0.747
O 6.7068 1.6026 3.1991  -0.530
O 7.8602 -0.2018 3.8103  -0.383
C 8.3463 -1.5414 3.3911  -0.353
H 6.8595 0.3916 -0.2862  0.399
H 7.2512 1.7620 0.8223  0.520
H 5.6262 1.1591 0.9107  -0.264
H 7.6103 -2.1666 2.8773  0.033
H 8.6659 -1.9416 4.4014  0.263
H 9.2572 -1.4725 2.7676  0.282
C -2.7583 1.2546 -5.0783  0.280
O -1.9923 2.5317 -4.9071  -0.320
C -2.6617 3.5753 -4.4083  0.884
O -2.0865 4.6033 -4.0488  -0.650
O -3.9740 3.4597 -4.5205  -0.341
C -4.8713 4.5340 -4.2176  -0.523
H -3.4934 1.4080 -5.8924  0.463
H -3.1504 0.9845 -4.0721  -0.044
H -2.0156 0.5430 -5.3662  -0.486
H -5.4869 4.8302 -5.0668  0.253
H -4.1766 5.3601 -3.9027  0.359
H -5.5819 4.1443 -3.4629  0.057
C 8.1321 4.2417 -2.4576  -0.412
O 8.6074 2.8902 -2.7074  -0.364
C 9.0951 2.4042 -1.5404  0.993
O 9.4483 3.1434 -0.5985  -0.608
O 9.2638 1.0587 -1.5156  -0.306
C 10.0132 0.6382 -0.3490  -0.514
H 7.7785 4.2813 -1.4317  0.134
H 7.3106 4.4376 -3.1857  0.100
H 8.9649 4.9249 -2.6275  0.386
H 9.2901 0.5300 0.4198  0.025
H 10.6371 1.3571 0.0830  0.406
H 10.4739 -0.2949 -0.6486  0.286
C -2.5334 -3.6385 3.2918  -0.483
O -2.0026 -4.8785 2.9795  -0.310
C -1.3267 -4.9093 1.8754  0.485
O -1.1356 -3.9214 1.1247  -0.189
O -0.8062 -6.0883 1.6671  -0.380
C 0.1046 -6.2699 0.5979  0.503
H -2.7581 -3.6360 4.3394  0.324
H -3.5051 -3.5460 2.7286  0.129
H -1.8936 -2.8276 3.0556  0.109
H -0.2583 -7.0061 -0.1426  0.346
H 1.0576 -6.5807 1.0897  -0.352
H 0.2335 -5.4001 0.0592  -0.292
C 1.2143 1.5642 -3.3029  -0.209
O 2.2869 0.5909 -3.2918  0.233
C 3.5397 0.8817 -3.0698  0.676
O 4.3647 -0.0063 -2.8140  -0.713
O 3.8476 2.1989 -3.3307  -0.528
C 5.1722 2.5479 -2.9921  -0.359
H 1.2313 2.0692 -4.2673  0.566
H 1.4107 2.2078 -2.5263  -0.119
H 0.3056 1.0278 -3.1388  -0.076
H 5.4837 3.1693 -3.8500  0.165
H 5.8702 1.6911 -2.9504  0.394
H 5.1635 3.1625 -2.1226  0.048
C 4.9317 -3.6496 1.5554  -0.607
O 4.5921 -4.9793 1.0837  -0.423
C 3.8375 -5.6223 1.9274  0.935
O 3.3376 -5.2478 2.9607  -0.608
O 3.7121 -6.8616 1.4890  -0.333
C 2.9912 -7.7294 2.3431  -0.629
H 5.6126 -3.6541 2.3827  0.398
H 4.0090 -3.0520 1.7302  0.209
H 5.3840 -3.1713 0.7016  0.290
H 2.6099 -8.6136 1.7798  0.278
H 2.0208 -7.2294 2.7124  0.172
H 3.6306 -8.0250 3.1881  0.279
C 0.1787 -0.5050 2.9089  -1.188
O 1.4142 0.1701 3.0310  -0.033
C 2.3964 -0.4648 3.5817  0.538
O 2.4327 -1.6386 3.8996  -0.696
O 3.4033 0.4187 3.8656  0.100
C 4.4327 -0.0688 4.7495  -0.675
H -0.3826 -0.2954 3.7634  0.845
H 0.2010 -1.5712 2.7028  0.374
H -0.2949 -0.1231 2.0006  0.034
H 4.7425 0.7617 5.4112  0.202
H 5.3298 -0.3754 4.1105  0.048
H 4.0729 -0.9560 5.1843  0.448
C -2.7575 -1.3031 -0.5618  0.706
O -2.2363 -0.1894 0.1894  -0.306
C -2.0534 0.9440 -0.4776  0.026
O -2.4136 1.2287 -1.5869  -0.426
O -1.2984 1.7360 0.3228  0.970
C -0.9787 2.9739 -0.2903  0.520
H -3.8067 -1.3986 -0.3211  0.096
H -2.2301 -2.2052 -0.2572  -0.589
H -2.6474 -1.1952 -1.6491  0.054
H -0.2893 3.4761 0.4249  -1.191
H -1.8460 3.5615 -0.4392  0.278
H -0.4411 2.9254 -1.2144  -0.056
C 0.0683 -5.8225 -6.1463  -0.258
O -0.4979 -5.5026 -7.4410  -0.369
C -0.6299 -4.2250 -7.7876  0.865
O -0.3683 -3.2111 -7.1430  -0.538
O -1.2224 -4.1984 -9.0034  -0.393
C -1.5398 -2.8157 -9.3981  -0.579
H 0.2162 -4.9380 -5.4907  -0.112
H 1.0769 -6.2575 -6.3053  0.284
H -0.5445 -6.5224 -5.6592  0.353
H -0.6952 -2.2044 -9.5848  0.306
H -2.2021 -2.3255 -8.6853  0.234
H -2.0165 -2.8987 -10.3521  0.247
C -3.3628 -2.6587 -5.8531  -0.118
O -3.3984 -3.8648 -5.1329  -0.331
C -3.8304 -3.7834 -3.8396  0.228
O -4.2447 -2.8651 -3.1721  0.117
O -3.7159 -5.0753 -3.3107  -0.307
C -4.5706 -5.3667 -2.2094  -0.461
H -4.3775 -2.2541 -5.9013  0.463
H -2.9773 -2.9358 -6.8485  -0.173
H -2.7694 -1.9702 -5.3817  -0.144
H -4.0927 -5.0067 -1.3046  0.083
H -4.6616 -6.4911 -2.1199  0.291
H -5.6106 -4.8969 -2.3554  0.210
C 1.0989 -0.8398 -0.6581  -0.562
O 1.6799 0.4511 -0.2267  1.017
C 2.8332 0.3534 0.4016  -0.107
O 3.3623 -0.6792 0.7418  -0.652
O 3.3075 1.5676 0.7027  0.314
C 2.4455 2.7543 0.6987  0.691
H 1.6013 -1.2019 -1.5470  0.128
H 0.0525 -0.6428 -0.8407  -0.568
H 1.1839 -1.5750 0.1464  0.519
H 2.3575 3.0195 -0.3164  0.061
H 3.0030 3.5561 1.2096  -0.426
H 1.4268 2.5166 1.0669  -0.448
C -7.2800 -3.9902 0.8225  -0.633
O -7.1618 -3.7719 -0.6215  -0.343
C -6.7622 -2.4519 -0.8312  0.658
O -6.4322 -1.6497 -0.0310  -0.311
O -6.8144 -2.1791 -2.1446  -0.316
C -6.5269 -0.8461 -2.5263  -0.516
H -7.3375 -5.0729 0.9353  0.289
H -8.2657 -3.6009 1.1160  0.275
H -6.4379 -3.5330 1.3605  0.223
H -6.9677 -0.7584 -3.5273  0.275
H -5.4736 -0.5810 -2.6326  0.164
H -7.0290 -0.1399 -1.8833  0.275

=====

Record 2
Entry from OMol25: a cluster of 2 separate species, C14H21BF5N2O5S2 in total (the ωB97M-V functional and the def2-TZVPD basis).

Summary:
E_tot: -64011.2456 eV
Kohn-Sham gap: 6.145 eV
charge: -1

Last column: Mulliken charge in e.
Geometry (Å):
F 1.4207 -2.5553 2.7424  -0.321
C 0.7783 -1.5868 2.0269  0.644
F -0.2427 -1.1955 2.7760  -0.251
F 0.3614 -2.1782 0.9157  -0.210
C 1.7866 -0.4032 1.7968  0.353
F 1.7283 0.3359 2.9203  -0.327
F 3.0419 -0.9550 1.8126  -0.333
C 1.5639 0.4159 0.5025  1.423
C 2.6544 0.3678 -0.5903  -1.054
C 2.3243 -0.5721 -1.7675  -0.904
C 2.2769 -2.0600 -1.3614  -0.141
C 3.2498 -2.9441 -2.1283  -1.139
S 4.9708 -2.8011 -1.5625  -0.186
C 5.1600 -4.2140 -0.5611  0.559
N 4.5332 -5.3254 -0.6606  -0.213
N 4.9826 -6.1397 0.3633  -0.544
C 5.8582 -5.4589 0.9915  0.031
O 6.0426 -4.2327 0.4709  -0.284
C 1.5741 1.9397 0.9635  -1.165
O 0.2890 2.2027 1.4347  -0.570
B -0.6019 1.4068 0.5408  1.565
O 0.3110 0.3778 -0.0777  -1.006
H 3.6291 0.0391 -0.2153  0.311
H 2.8147 1.3528 -1.0202  0.372
H 3.1294 -0.4269 -2.5001  0.529
H 1.4008 -0.2238 -2.2239  0.399
H 1.2572 -2.4133 -1.5151  0.405
H 2.4858 -2.1177 -0.2953  -0.055
H 2.9559 -3.9818 -1.9687  0.507
H 3.2310 -2.7485 -3.1985  0.526
H 6.3840 -5.8192 1.8561  0.415
H 2.3899 2.2549 1.6270  0.227
H 1.6733 2.6225 0.0996  0.429
H -1.1426 2.0720 -0.3016  -0.428
H -1.5044 0.8939 1.2142  -0.437
C -6.2919 2.6749 0.8026  -0.593
C -6.5932 3.6686 -0.3286  -0.569
C -5.2541 4.0488 -0.9728  -0.741
S -4.1576 2.6394 -0.7238  1.195
O -3.0951 3.0327 0.1473  -0.637
O -3.9170 2.0000 -1.9919  -0.721
C -5.3207 1.6560 0.2159  -0.739
H -7.1987 2.1955 1.1719  0.343
H -5.8219 3.1981 1.6383  0.309
H -7.2370 3.1899 -1.0704  0.279
H -7.1175 4.5517 0.0379  0.308
H -5.3525 4.2390 -2.0389  0.324
H -4.8024 4.9091 -0.4829  0.360
H -4.7819 1.0828 0.9672  0.380
H -5.8261 0.9848 -0.4788  0.375

=====

- Kohn-Sham gap of number 1 (C60H132N6O50P2)?
  8.844 eV

=====

- Among the records above, which one has the lowest E_tot?
  C60H132N6O50P2

=====

- What is the formula in the second record?
  C14H21BF5N2O5S2